C6H22N8O6Tl | wB97M-V/def2-TZVPD

Positions of all 43 atoms, in Å:
Tl  0.3692  0.5927  -1.1359
C  4.5479  0.1029  0.1655
C  4.4945  1.0178  -1.1757
O  3.2554  0.8779  -1.8059
O  4.2179  0.9375  1.2719
H  5.5719  -0.2565  0.2673
H  3.9440  -0.7945  0.0308
H  5.4578  0.9737  -1.6838
H  4.5151  2.1011  -1.0567
H  3.4753  0.8723  -2.7403
H  3.3355  0.6586  1.5271
C  1.2740  -3.3136  -0.8569
O  1.2607  -2.1995  -1.3093
N  0.8603  -4.3703  -1.4501
N  1.6945  -3.5858  0.3507
H  0.6118  -4.2783  -2.4247
H  0.9838  -5.2673  -1.0025
H  1.6972  -4.5108  0.7561
H  1.8896  -2.7742  0.9193
C  -1.8493  -2.4274  0.7338
O  -1.3060  -1.4723  0.2529
N  -1.8887  -2.6483  2.0299
N  -2.4141  -3.3577  0.0422
H  -2.0767  -3.5631  2.4143
H  -1.3407  -2.0016  2.5790
H  -2.2799  -3.4599  -0.9536
H  -2.9293  -4.0712  0.5378
C  -1.6853  1.9584  1.9916
O  -1.3074  1.8485  0.8421
N  -0.9557  1.9210  3.0453
N  -2.7581  2.5520  2.2433
H  -0.1126  1.3985  2.8546
H  -1.3224  2.0597  3.9762
H  -3.3822  2.6570  1.4562
H  -3.0500  2.5001  3.2088
C  -2.6138  3.1337  -1.9831
O  -2.1062  2.0469  -1.8776
N  -3.9517  3.4482  -2.0743
N  -1.9543  4.2842  -1.9678
H  -4.2630  4.2862  -1.6043
H  -4.6127  2.6924  -2.1830
H  -0.9552  4.3136  -1.8233
H  -2.3410  5.1174  -2.3878

Computed properties:
* net charge: +3
* gap between HOMO and LUMO: 2.54 eV
* ΔE to the lowest compared entry with this formula, charge and spin: 100.1 kcal per mole
* HOMO: -18.298 eV
* multiplicity: 1
* strongest force on any atom: 6.7 eV/Å